{
  "formula": "C3H9NO2",
  "method": "wB97M-V/def2-TZVPD",
  "smiles": "CC(C)(O)NO",
  "homo_lumo_gap_ev": 11.2,
  "de_lowest_kcal_mol": 70.69,
  "e_homo_ev": -10.27,
  "energy_ev": -8839.88997,
  "symbols": ["C", "C", "C", "N", "O", "O", "H", "H", "H", "H", "H", "H", "H", "H", "H"],
  "coordinates": [[-0.256, -0.044, -0.097], [-0.040, -0.817, 1.190], [-0.385, 1.455, 0.099], [0.487, -0.510, -1.221], [1.877, 0.051, -0.707], [-1.616, -0.507, -0.717], [2.392, -0.773, -0.646], [-1.513, -1.452, -0.908], [0.327, 0.129, -2.002], [0.858, -0.475, 1.713], [0.055, -1.889, 0.993], [-0.899, -0.683, 1.855], [-1.276, 1.677, 0.694], [-0.501, 1.973, -0.858], [0.490, 1.864, 0.611]],
  "mulliken_charge": [1.584, -1.630, -1.463, -0.497, -0.487, -0.598, 0.303, 0.327, 0.295, 0.329, 0.414, 0.353, 0.383, 0.361, 0.327]
}

{
  "formula": "C3H9NO2",
  "method": "wB97M-V/def2-TZVPD",
  "smiles": "CC(N)=O.CO",
  "homo_lumo_gap_ev": 10.2,
  "de_lowest_kcal_mol": 24.25,
  "e_homo_ev": -9.56,
  "energy_ev": -8841.90370,
  "symbols": ["C", "C", "O", "N", "H", "H", "H", "H", "H", "C", "O", "H", "H", "H", "H"],
  "coordinates": [[0.125, 1.627, -0.965], [-1.349, 1.408, -0.953], [-2.196, 2.275, -1.002], [-1.730, 0.117, -0.599], [-2.721, 0.023, -0.483], [-1.168, -0.718, -0.533], [0.477, 1.517, -1.996], [0.628, 0.973, -0.258], [0.419, 2.631, -0.674], [1.618, -1.580, 1.198], [0.191, -1.424, 1.099], [-0.211, -2.015, 1.705], [1.991, -1.510, 0.169], [1.890, -2.578, 1.536], [2.035, -0.745, 1.756]],
  "mulliken_charge": [-0.710, 0.614, -0.618, -0.338, 0.205, 0.209, 0.245, 0.104, 0.301, -0.628, -0.489, 0.280, 0.221, 0.353, 0.251]
}

{
  "formula": "C3H9NO2",
  "method": "wB97M-V/def2-TZVPD",
  "smiles": "CC(=O)O.CN",
  "homo_lumo_gap_ev": 9.7,
  "de_lowest_kcal_mol": 51.68,
  "e_homo_ev": -9.07,
  "energy_ev": -8840.71422,
  "symbols": ["C", "N", "H", "H", "H", "H", "H", "H", "C", "C", "O", "O", "H", "H", "H"],
  "coordinates": [[1.929, -1.578, -2.417], [1.749, -0.166, -2.956], [1.526, 0.446, -2.142], [2.573, 0.226, -3.421], [-2.857, 0.781, 1.184], [1.322, -1.743, -1.520], [2.952, -1.727, -2.032], [1.488, -2.147, -3.250], [0.004, 0.110, 2.431], [-1.006, 0.470, 1.287], [-2.311, 0.684, 1.868], [-0.828, 0.765, 0.171], [-0.523, -0.635, 2.932], [0.316, 1.031, 3.033], [0.801, -0.688, 2.090]],
  "mulliken_charge": [-0.567, -0.562, 0.208, 0.217, 0.294, 0.219, 0.244, 0.243, -0.823, 0.581, -0.454, -0.451, 0.331, 0.247, 0.271]
}

{
  "formula": "C3H9NO2",
  "method": "wB97M-V/def2-TZVPD",
  "smiles": "CCC(N)=O.O",
  "homo_lumo_gap_ev": 10.9,
  "de_lowest_kcal_mol": 17.51,
  "e_homo_ev": -10.16,
  "energy_ev": -8842.19610,
  "symbols": ["C", "C", "C", "N", "O", "H", "H", "H", "H", "H", "H", "H", "H", "H", "O"],
  "coordinates": [[-1.292, 0.539, 1.495], [0.216, 0.044, 1.297], [0.614, 0.335, -0.182], [1.113, 1.621, -0.254], [0.645, -0.406, -1.154], [-1.882, -0.188, 0.901], [-1.602, 0.563, 2.562], [-1.595, 1.536, 1.131], [0.328, -1.031, 1.553], [0.881, 0.592, 2.007], [0.671, 2.423, 0.227], [1.464, 1.803, -1.179], [0.576, -1.997, -2.529], [-0.392, -2.903, -3.281], [0.255, -2.931, -2.592]],
  "mulliken_charge": [-0.970, -0.467, 0.482, -0.437, -0.604, 0.282, 0.304, 0.304, 0.285, 0.288, 0.241, 0.247, 0.377, 0.291, -0.622]
}